Here is 2 unconnected molecules or ions with the total composition C3H4NO2S in a non-equilibrium geometry from the OMol25 dataset. Energies are from the ωB97M-V functional and the def2-TZVPD basis.

Calculated values
Total charge ... +1
Kohn-Sham gap ... 10.64 eV
Energy above the lowest of the compared OMol25 structures with the same formula, charge and spin ... 51.62 kcal/mol

Element x y z (Å)
S: 0.89 0.84 0.01
O: 1.91 1.05 -0.94
O: 1.05 0.92 1.40
N: 0.90 -1.56 -0.16
C: -1.75 1.02 0.30
C: -0.79 0.91 -0.59
C: 1.32 -2.59 0.05
H: 1.69 -3.57 0.23
H: -2.79 1.08 0.01
H: -0.87 0.86 -1.67
H: -1.55 1.05 1.36